The following is a DFT calculation (ωB97M-V/def2-TZVPD) of a 2-piece molecular cluster, C12H25N3O11P2 overall.

Last column: Löwdin charge in e.
Positions of all 53 atoms, in Å:
O: -4.375 1.565 5.568  0.04
O: -1.157 -1.912 4.367  0.04
O: -0.448 1.342 2.390  0.03
O: -0.216 1.394 -3.343  -0.22
O: -0.162 -1.164 -1.884  -0.23
O: 4.640 1.768 -6.122  -0.07
O: 0.036 1.456 -0.813  -0.06
O: 1.350 2.867 -2.437  -0.07
O: 2.062 -1.962 -1.571  -0.06
O: 1.201 -1.580 -3.961  -0.17
O: 1.875 0.419 -2.260  -0.14
C: -4.292 0.433 5.112  -0.56
C: -0.469 -1.027 4.849  -0.55
C: -1.515 0.774 2.613  -0.43
C: 4.159 -1.496 -4.726  0.08
C: 3.806 -0.189 -5.003  -0.26
N: 0.771 -1.293 5.182  0.18
N: -2.105 0.161 1.576  0.06
N: -3.276 0.020 4.359  0.08
C: -5.373 -0.581 5.402  0.01
C: 4.881 0.870 -5.033  -0.23
C: -3.341 -0.615 1.506  -0.06
C: 1.233 -0.744 -5.127  -0.20
C: 2.384 0.266 -5.285  -0.14
C: -0.989 0.385 5.081  -0.05
C: -2.073 0.807 4.068  -0.16
P: 0.734 1.454 -2.226  0.21
P: 1.192 -0.983 -2.439  0.35
H: 5.306 2.475 -6.137  0.10
H: 0.755 1.649 -0.199  0.09
H: 0.567 3.271 -2.836  0.10
H: 1.459 -2.713 -1.573  0.09
H: 5.190 -1.769 -4.523  0.06
H: 3.443 -2.311 -4.708  0.06
H: 1.084 -2.229 5.002  0.12
H: 1.364 -0.574 5.551  0.11
H: -1.592 0.256 0.708  0.12
H: -3.251 -0.951 4.083  0.11
H: -4.936 -1.437 5.914  0.08
H: -6.126 -0.119 6.040  0.08
H: -5.831 -0.898 4.468  0.08
H: 5.872 0.416 -5.136  0.12
H: 4.861 1.428 -4.091  0.12
H: -3.250 -1.520 2.111  0.08
H: -3.521 -0.911 0.471  0.09
H: -4.185 -0.015 1.848  0.08
H: 0.281 -0.211 -5.217  0.12
H: 1.287 -1.418 -5.988  0.13
H: 2.185 1.143 -4.669  0.09
H: 2.348 0.617 -6.321  0.13
H: -1.384 0.447 6.094  0.13
H: -0.155 1.082 5.007  0.12
H: -2.305 1.857 4.258  0.16

- total energy (eV) = -58425.68145



The following is a DFT calculation (ωB97M-V/def2-TZVPD) of the molecule C12H25N3O3.

Last column: Löwdin charge in e.
Positions of all 43 atoms, in Å:
C: 0.377 -2.516 1.936  -0.10
C: 1.007 -1.374 1.277  -0.47
C: 2.250 -1.648 0.471  -0.08
C: 1.450 -0.177 2.304  -0.07
C: 1.531 1.268 1.628  -0.22
N: 0.293 1.624 0.906  0.11
C: 0.312 1.559 -0.546  -0.40
O: 0.890 0.702 -1.127  0.09
C: -0.856 2.464 -1.154  -0.36
N: -0.725 2.509 -2.572  0.05
C: -2.206 1.948 -0.636  -0.13
C: -2.359 0.372 -0.484  -0.15
C: -2.091 -0.280 -1.874  -0.23
C: -2.379 -1.771 -1.934  -0.27
N: -1.330 -2.354 -1.004  -0.09
C: 2.738 1.688 0.862  -0.34
O: 2.541 2.549 0.002  0.11
O: 4.018 1.052 1.279  0.00
H: -0.244 -2.257 2.797  0.07
H: -0.188 -3.059 1.068  0.07
H: 1.202 -3.257 2.403  0.13
H: 0.354 -0.806 0.608  0.08
H: 3.055 -1.958 1.128  0.08
H: 2.412 -0.889 -0.380  0.11
H: 1.915 -2.446 -0.099  0.04
H: 0.574 -0.172 3.035  0.13
H: 2.408 -0.362 2.744  0.07
H: 1.572 1.930 2.488  0.15
H: -0.137 2.400 1.229  0.07
H: -0.818 3.536 -0.887  0.15
H: -0.783 1.466 -2.868  0.10
H: 0.054 2.938 -2.954  0.05
H: -2.054 2.348 0.466  0.13
H: -2.791 2.538 -1.311  0.10
H: -1.533 0.058 0.206  0.09
H: -3.322 0.148 -0.121  0.09
H: -0.999 -0.205 -1.892  0.07
H: -2.481 0.329 -2.735  0.13
H: -2.153 -2.352 -2.836  0.09
H: -3.433 -2.056 -1.612  0.12
H: -0.359 -2.451 -1.494  0.10
H: -1.700 -3.257 -0.245  0.17
H: 3.985 0.219 1.928  0.15

- SMILES = CC(C)C[C@H](NC(=O)[C@@H](N)CCCCN)C(=O)O
- energy relative to the best compared isomer or geometry (same formula, charge and spin) (kcal/mol) = 125.8



The following is a DFT calculation (ωB97M-V/def2-TZVPD) of C12H25N5O3 as an isolated structure.

Last column: Löwdin charge in e.
Positions of all 45 atoms, in Å:
C: 2.184 2.421 -0.366  -0.28
C: 1.518 1.117 -0.635  -0.56
C: 3.387 2.309 0.547  -0.51
C: 4.049 3.555 0.099  -0.09
C: 3.086 2.212 2.017  -0.37
C: 2.516 0.821 2.385  -0.13
C: -0.606 -0.203 -0.559  -0.20
C: -0.716 -0.792 -1.942  -0.42
C: -1.948 -0.027 0.126  -0.14
C: -2.906 -1.163 -0.271  -0.21
C: -2.308 -2.491 0.303  -0.16
C: -3.746 -4.208 -0.895  -0.68
H: 1.563 4.454 -0.005  0.05
H: 0.520 3.165 1.014  0.18
H: 2.455 2.703 -1.381  0.15
H: 3.788 1.204 0.234  0.19
H: 4.691 3.891 1.408  0.18
H: 3.121 4.451 -0.315  0.14
H: 4.814 3.355 -0.838  0.12
H: 4.159 2.416 2.485  0.12
H: 2.467 3.159 2.178  0.11
H: 3.618 -0.079 2.498  0.18
H: 1.581 0.235 1.384  0.17
H: 1.908 1.158 3.542  0.14
H: -0.121 1.956 -0.442  0.10
H: 0.026 -0.776 0.154  0.15
H: -1.716 -0.114 1.387  0.18
H: -2.409 0.954 -0.107  0.12
H: -4.002 -1.226 0.203  0.16
H: -3.111 -1.261 -1.331  0.08
H: -1.455 -2.557 -0.376  0.10
H: -2.029 -2.394 1.329  0.10
H: -3.626 -3.803 1.235  0.19
H: -2.635 -3.353 -2.003  0.00
H: -4.882 -5.757 0.067  0.13
H: -5.125 -5.255 -1.499  0.05
H: 1.219 -0.201 -2.229  0.10
N: 1.009 3.529 -0.055  0.00
N: 0.226 1.044 -0.668  0.13
N: -3.310 -3.636 0.190  0.02
N: -3.306 -4.064 -2.038  0.17
N: -4.963 -4.883 -0.591  0.08
O: 2.227 0.229 -1.100  0.04
O: -1.692 -1.257 -2.480  0.08
O: 0.482 -0.837 -2.660  0.06

- energy relative to the best compared isomer or geometry (same formula, charge and spin) (kcal/mol) = 274.7



The following is a DFT calculation (ωB97M-V/def2-TZVPD) of C12H25N5OS4Zr as an isolated structure.

Last column: Löwdin charge in e.
Positions of all 48 atoms, in Å:
Zr: -0.096 -0.019 0.648  1.18
O: 3.888 -2.946 3.659  0.02
C: 3.365 -2.079 3.037  -0.97
S: 2.403 -0.774 3.779  1.03
C: 1.959 -0.009 2.272  -1.15
C: 2.427 -0.557 1.116  -1.14
S: 2.014 -0.056 -0.508  0.65
S: 3.424 -1.987 1.260  1.02
S: 0.833 1.329 2.393  0.63
N: -2.397 0.013 0.287  -0.08
C: -2.945 0.845 1.421  -0.22
C: -3.208 2.289 1.018  -0.18
C: -2.020 3.100 0.480  -0.17
C: -1.550 2.730 -0.926  -0.20
N: -0.412 1.749 -0.940  -0.12
H: -2.799 0.343 -0.585  0.10
H: -2.747 -0.936 0.394  0.09
H: -2.229 0.814 2.254  0.09
H: -3.877 0.412 1.783  0.13
H: -3.600 2.788 1.906  0.13
H: -4.017 2.304 0.280  0.13
H: -1.171 3.046 1.174  0.09
H: -2.310 4.150 0.470  0.13
H: -1.227 3.625 -1.459  0.13
H: -2.365 2.304 -1.513  0.12
H: 0.448 2.268 -0.760  0.07
H: -0.298 1.418 -1.897  0.10
C: 1.410 -3.966 -1.209  -0.03
N: 0.256 -3.321 -0.579  -0.14
C: -0.581 -2.541 -1.473  -0.06
C: 0.109 -3.224 0.764  -0.42
N: -0.424 -2.081 1.263  -0.04
N: 0.460 -4.246 1.540  -0.11
C: 0.505 -4.118 2.999  -0.01
C: 0.510 -5.634 1.065  0.00
H: 1.902 -3.244 -1.864  0.10
H: 1.111 -4.827 -1.805  0.11
H: 2.126 -4.281 -0.458  0.08
H: -0.642 -3.054 -2.432  0.11
H: -0.160 -1.544 -1.686  0.04
H: -1.591 -2.463 -1.076  0.09
H: -0.713 -2.187 2.232  0.08
H: -0.449 -4.416 3.440  0.11
H: 0.746 -3.103 3.303  0.05
H: 1.284 -4.771 3.387  0.11
H: 0.037 -5.729 0.093  0.10
H: -0.040 -6.252 1.773  0.11
H: 1.535 -5.998 1.015  0.11

- net charge = +2
- energy relative to the best compared isomer or geometry (same formula, charge and spin) (kcal/mol) = 0.0



The following is a DFT calculation (ωB97M-V/def2-TZVPD) of an isolated ion of composition C12H26BBrCl2NO3P2 and charge +1.

Last column: Löwdin charge in e.
Positions of all 48 atoms, in Å:
C: -1.396 4.345 -1.680  -0.15
C: -1.818 3.338 -0.591  -0.39
P: -0.628 1.953 -0.437  1.07
C: 0.756 2.670 0.543  -0.37
C: 1.532 3.747 -0.225  -0.14
C: -1.458 0.831 0.828  -0.41
C: -1.854 -0.472 0.180  -0.21
N: -0.643 -1.270 -0.288  -0.20
B: -0.288 -0.900 -1.775  -0.66
C: 1.120 -0.464 -2.268  0.02
O: -1.316 -1.015 -2.659  0.12
P: -1.177 -3.056 -0.219  0.71
O: -0.256 -3.419 -1.508  -0.30
Br: -3.185 -3.071 -1.120  0.52
C: 0.498 -1.004 0.681  -0.33
C: 1.684 -1.990 0.633  -0.63
Cl: 3.056 -0.980 1.191  0.71
C: 1.612 -3.368 1.350  -0.76
C: 0.871 -3.457 2.672  -0.13
Cl: 3.243 -4.056 1.613  0.65
C: -0.044 -0.622 2.055  -0.16
O: -0.680 0.634 2.004  -0.11
H: -0.848 5.177 -1.247  0.06
H: -0.712 3.874 -2.386  0.06
H: -2.261 4.721 -2.213  0.07
H: -1.903 3.817 0.386  0.09
H: -2.792 2.931 -0.860  0.08
H: 1.406 1.845 0.821  0.06
H: 0.343 3.095 1.457  0.09
H: 1.156 4.739 0.012  0.07
H: 2.573 3.733 0.094  0.07
H: 1.509 3.619 -1.304  0.06
H: -2.393 1.301 1.144  0.14
H: -2.520 -0.283 -0.655  0.11
H: -2.409 -1.078 0.901  0.11
H: 0.982 0.556 -2.626  0.07
H: 1.393 -1.069 -3.132  0.09
H: 1.925 -0.431 -1.538  0.05
H: -1.282 -1.833 -3.161  0.11
H: 0.024 -4.339 -1.434  0.09
H: 0.917 -0.077 0.298  0.07
H: 1.904 -2.177 -0.415  0.08
H: 1.195 -4.076 0.635  0.05
H: -0.197 -3.281 2.575  0.05
H: 1.280 -2.738 3.382  0.09
H: 1.035 -4.442 3.096  0.08
H: 0.783 -0.579 2.757  0.13
H: -0.737 -1.381 2.432  0.12

- total energy (eV) = -134835.78227
- net charge = +1
- SMILES = CCP(CC)[C@H]1C[N@+](B(C)O)(P(O)Br)[C@H]([C@@H](Cl)[C@H](C)Cl)CO1



For the records above, the corresponding F_max values read 5.87, 5.52, 8.76, 0.48, 0.96 eV/Å.